Density functional theory data (ωB97M-V with the def2-TZVPD basis set) for a 13-piece molecular cluster, C4H33NO14 overall in a non-equilibrium geometry.

Computed properties:
Calculated total energy (Eh): -1280.2801

CARTESIAN COORDINATES (ANGSTROEM)
C (1.95, -1.95, 1.66)
O (0.76, -1.51, 2.30)
C (2.08, -1.48, 0.19)
C (0.88, -1.40, -0.72)
C (0.32, 0.04, -0.75)
N (-0.25, 0.43, 0.44)
O (0.22, 0.69, -1.77)
H (2.07, -3.04, 1.80)
H (2.71, -1.34, 2.14)
H (-0.07, -1.92, 2.08)
H (2.91, -2.10, -0.30)
H (2.56, -0.42, 0.28)
H (0.09, -2.14, -0.44)
H (1.23, -1.51, -1.74)
H (-0.12, -0.23, 1.24)
H (-0.42, 1.37, 0.69)
H (-1.53, 3.67, -1.99)
H (-0.14, 3.13, -2.41)
O (-0.78, 3.82, -2.60)
H (-2.51, -2.59, -2.94)
H (-3.82, -2.03, -2.57)
O (-3.19, -2.70, -2.30)
H (0.52, -5.25, 1.93)
H (-0.20, -4.01, 2.65)
O (0.44, -4.74, 2.72)
H (-2.34, 2.78, -4.02)
H (-0.89, 2.33, -4.41)
O (-1.67, 2.11, -3.91)
H (1.78, 4.93, 1.77)
H (1.43, 3.52, 1.13)
O (1.17, 4.22, 1.72)
H (1.67, 2.30, -3.03)
H (1.86, 1.19, -4.09)
O (2.18, 2.07, -3.81)
H (-2.32, -1.83, 3.70)
H (-2.52, -2.85, 2.53)
O (-1.98, -2.65, 3.32)
H (-3.33, -1.98, 0.04)
H (-2.83, -3.46, 0.32)
O (-3.21, -2.65, 0.75)
H (3.93, 2.69, -1.95)
H (4.18, 2.48, -0.53)
O (4.16, 1.97, -1.36)
H (-1.11, 3.19, 3.69)
H (-1.09, 3.83, 2.37)
O (-1.54, 3.13, 2.84)
H (-2.09, 0.30, -3.67)
H (-1.40, -0.83, -2.90)
O (-2.12, -0.65, -3.49)
H (0.45, -0.06, 3.88)
H (0.89, 1.02, 4.85)
O (1.04, 0.10, 4.65)

Computed natural (NBO) charges, given in elementary charges: -0.07, -0.76, -0.43, -0.53, 0.70, -0.84, -0.67, 0.20, 0.20, 0.49, 0.23, 0.21, 0.22, 0.24, 0.41, 0.40, 0.47, 0.47, -0.95, 0.48, 0.48, -0.96, 0.47, 0.49, -0.95, 0.48, 0.49, -0.96, 0.48, 0.48, -0.97, 0.47, 0.48, -0.95, 0.48, 0.50, -0.99, 0.51, 0.49, -0.98, 0.47, 0.45, -0.93, 0.47, 0.48, -0.95, 0.51, 0.47, -1.00, 0.48, 0.46, -0.94